262
Properties=species:S:1:pos:R:3:forces:R:3 method="wB97M-V/def2-TZVPD" charge=0 orbital_gap_ha=0.285 e_tot_ha=-4277.68340 largest_force_ev_per_a=3.4 lumo_energy_ev=0.385 smiles=CC1(C)CCCC(C)(C)N1O.CC1(C)CCCC(C)(C)N1O.CC1(C)CCCC(C)(C)N1O.CC1(C)CCCC(C)(C)N1O.CC1(C)CCCC(C)(C)N1O.CC1(C)CCCC(C)(C)N1O.CC1(C)CCCC(C)(C)N1O.COC[C@H](C)N.COC[C@H](C)N.CCO.CCO
C 1.767 -1.442 -1.699 1.77 -0.11 0.05
C 1.364 -0.016 -1.306 -1.57 -0.93 1.77
C 1.721 0.927 -2.433 0.63 1.31 -0.04
C -0.162 -0.076 -1.112 0.16 -0.89 -1.13
C -0.788 1.083 -0.423 0.06 0.41 1.05
C -0.234 1.236 1.031 -1.18 -0.48 -0.76
C 1.298 1.193 1.139 0.63 1.14 -1.37
C 1.810 2.677 0.905 -0.22 -0.28 0.52
C 1.728 0.654 2.525 0.18 -0.08 -0.58
N 1.879 0.263 0.096 -2.73 -0.10 -0.75
O 3.216 0.034 0.237 1.34 0.86 0.01
H 2.845 -1.449 -1.859 0.28 0.11 -0.13
H 1.665 -2.211 -0.934 -0.59 0.28 0.32
H 1.376 -1.826 -2.642 -0.59 0.36 0.09
H 1.137 1.846 -2.461 -0.19 0.15 0.52
H 2.756 1.252 -2.326 0.19 -0.12 -0.15
H 1.576 0.557 -3.448 0.13 -0.69 0.16
H -0.589 -0.270 -2.096 -0.16 0.52 -0.47
H -0.414 -1.034 -0.658 0.11 0.07 0.80
H -0.646 2.023 -0.957 0.36 0.09 -0.20
H -1.872 0.965 -0.424 -0.09 -0.13 0.29
H -0.712 0.508 1.685 0.24 -0.74 -0.17
H -0.716 2.130 1.429 0.71 0.55 0.12
H 2.862 2.803 1.158 0.06 -0.13 -0.07
H 1.232 3.383 1.501 0.04 -0.11 0.60
H 1.641 3.090 -0.089 0.09 -0.65 -0.41
H 2.812 0.652 2.640 0.06 0.39 0.01
H 1.460 -0.400 2.595 -0.37 -0.10 -0.02
H 1.276 1.196 3.356 -0.06 0.15 -0.10
H 3.221 -0.698 0.857 0.73 -0.97 0.10
C 3.012 0.392 6.397 0.71 -0.60 0.18
C 3.156 -0.956 7.165 -0.23 1.69 1.56
C 4.559 -1.528 6.890 -0.77 -0.51 -1.11
C 3.155 -0.590 8.715 -1.45 0.08 -0.03
C 1.741 -0.386 9.286 0.09 -0.50 -0.27
C 0.849 -1.602 9.078 0.97 0.56 -1.38
C 0.732 -1.913 7.542 -1.13 -0.85 -0.02
C 0.069 -3.355 7.394 1.55 0.82 -0.30
C -0.259 -0.894 6.885 0.92 0.31 0.81
N 2.079 -1.921 6.896 1.05 -0.54 3.15
O 2.106 -2.354 5.588 -0.84 0.28 -0.40
H 3.900 0.952 6.690 -0.12 0.40 -0.03
H 3.118 0.249 5.322 -0.33 -0.07 -0.11
H 2.115 0.964 6.638 -0.02 -0.09 -0.02
H 4.483 -2.596 7.098 0.52 0.02 0.36
H 4.808 -1.450 5.832 -0.15 -0.06 -0.24
H 5.381 -1.010 7.385 -0.33 -0.12 0.49
H 3.673 -1.319 9.339 0.21 -0.17 -0.29
H 3.550 0.406 8.912 0.96 -0.20 -0.52
H 1.768 -0.184 10.356 0.25 0.23 0.04
H 1.353 0.502 8.788 -0.39 0.06 0.12
H -0.119 -1.379 9.528 -0.23 -0.44 -0.25
H 1.336 -2.439 9.577 -0.23 -0.23 0.05
H 0.876 -4.077 7.270 0.06 -0.10 0.29
H -0.503 -3.440 6.470 -0.37 0.10 0.28
H -0.480 -3.585 8.307 -0.31 0.00 -0.31
H -0.168 0.047 7.427 0.02 0.26 -0.22
H -1.310 -1.169 6.972 0.14 -0.32 -0.26
H 0.040 -0.700 5.855 -0.42 0.01 -0.22
H 1.465 -1.728 5.244 -0.13 -0.01 -1.47
C 6.005 -3.326 -8.475 -1.44 -1.55 -0.89
C 6.276 -3.023 -7.023 0.49 0.13 -0.46
C 7.546 -3.800 -6.633 -1.28 0.22 1.06
C 6.596 -1.471 -7.031 0.47 -1.45 0.15
C 5.366 -0.605 -6.981 0.98 -0.17 0.91
C 4.480 -0.957 -5.757 0.20 -0.96 -2.51
C 4.033 -2.478 -5.879 -1.35 0.87 1.13
C 3.373 -2.860 -4.522 -0.37 -0.88 -1.03
C 2.885 -2.603 -6.988 1.32 -0.04 0.54
N 5.159 -3.394 -6.067 2.01 2.28 -0.36
O 4.775 -4.727 -6.200 -0.30 -0.27 -0.43
H 5.030 -2.926 -8.754 0.35 0.71 -0.56
H 6.835 -3.146 -9.158 -0.12 0.93 0.14
H 5.831 -4.374 -8.723 -0.02 -0.55 0.76
H 7.312 -4.853 -6.475 0.01 -0.12 -0.45
H 8.331 -3.688 -7.381 0.12 0.15 0.38
H 7.736 -3.429 -5.625 0.98 0.07 -0.06
H 7.371 -1.205 -6.313 -0.45 -0.07 0.86
H 7.168 -1.289 -7.941 -0.28 -0.08 -0.38
H 5.777 0.402 -6.912 -0.59 0.37 -0.12
H 4.828 -0.737 -7.919 -0.20 0.25 0.11
H 3.604 -0.354 -5.995 -0.43 -0.07 0.93
H 4.945 -0.683 -4.810 -0.08 -0.20 -0.03
H 2.583 -2.149 -4.286 0.04 -0.22 0.04
H 3.990 -3.077 -3.650 0.62 0.75 -0.16
H 2.954 -3.846 -4.726 -0.71 0.04 0.16
H 2.726 -3.662 -7.190 0.07 0.02 -0.14
H 3.229 -2.091 -7.887 -0.17 -0.16 -0.16
H 1.916 -2.187 -6.712 0.15 0.14 0.38
H 5.065 -5.117 -5.372 -0.02 -0.16 0.08
C -5.013 4.602 2.450 0.06 -0.07 1.12
C -3.694 3.794 2.369 0.21 0.48 -1.26
C -3.559 3.097 0.919 0.11 0.47 0.92
C -2.504 4.809 2.468 -0.35 -0.20 1.05
C -2.228 5.343 3.867 0.42 -2.03 0.85
C -2.023 4.103 4.843 -0.53 -0.09 -0.59
C -3.244 3.111 4.874 0.21 0.20 0.14
C -2.800 1.754 5.587 -1.48 0.11 -0.69
C -4.330 3.854 5.702 -0.38 0.17 1.35
N -3.604 2.781 3.463 1.63 0.47 -0.71
O -4.555 1.766 3.298 0.13 0.22 0.26
H -5.079 5.030 3.450 0.24 0.41 0.07
H -5.094 5.428 1.743 0.06 -0.26 -0.22
H -5.926 4.007 2.448 0.01 -0.31 -0.67
H -3.149 2.096 1.056 -0.39 -0.04 -0.19
H -4.439 3.139 0.277 -0.69 -0.63 0.71
H -2.902 3.624 0.227 0.73 0.36 0.58
H -1.549 4.365 2.188 -0.22 -0.34 -0.56
H -2.681 5.711 1.882 -0.19 -0.36 -0.67
H -1.274 5.861 3.765 -0.11 0.40 0.46
H -3.019 6.008 4.214 0.15 0.05 0.15
H -1.785 4.400 5.865 -0.40 0.26 0.14
H -1.163 3.480 4.597 0.22 0.24 -0.71
H -3.627 1.045 5.548 -0.49 0.19 -0.09
H -2.616 1.816 6.659 0.48 0.55 -0.13
H -2.053 1.166 5.053 0.55 0.67 -0.03
H -4.221 3.652 6.768 0.37 -0.57 0.17
H -5.403 3.700 5.592 0.03 -0.55 -0.82
H -4.226 4.937 5.763 0.24 0.17 -0.80
H -5.406 2.206 3.364 -0.60 0.00 0.13
C 0.554 -5.341 1.660 -0.76 0.48 1.06
C -0.767 -4.624 2.157 -0.60 -0.34 1.05
C -0.859 -4.398 3.703 0.71 -1.11 -0.20
C -0.823 -3.226 1.546 0.04 0.05 -0.16
C -2.176 -2.599 1.482 -1.15 0.02 -0.54
C -3.164 -3.508 0.732 1.13 -0.18 1.37
C -3.289 -4.941 1.426 -0.69 0.86 -1.29
C -4.309 -4.837 2.641 0.81 -0.99 -0.87
C -3.873 -5.903 0.318 -0.61 -0.15 1.31
N -1.951 -5.476 1.742 0.53 2.03 -1.48
O -2.033 -6.717 2.380 0.29 0.07 0.39
H 0.678 -5.366 0.577 -0.59 -0.05 -0.09
H 1.446 -4.820 2.007 -0.07 0.10 0.35
H 0.589 -6.350 2.071 0.08 -0.07 -0.09
H -0.068 -3.744 4.072 0.07 0.07 -0.06
H -1.826 -4.022 4.038 0.02 0.25 -0.40
H -0.745 -5.360 4.204 0.08 -0.08 0.12
H -0.279 -2.479 2.124 0.91 -0.54 0.13
H -0.373 -3.300 0.556 -0.13 0.35 -0.26
H -2.599 -2.277 2.434 0.16 -0.55 0.54
H -2.074 -1.623 1.008 -0.06 -0.01 -0.58
H -2.739 -3.627 -0.265 -0.39 -0.09 -0.25
H -4.105 -2.958 0.746 -0.31 -0.58 -0.48
H -5.074 -4.082 2.457 0.27 0.22 0.15
H -3.779 -4.723 3.587 -0.17 0.38 -0.07
H -4.847 -5.782 2.718 0.03 -0.14 0.07
H -3.772 -6.919 0.698 0.18 -0.14 -0.13
H -3.474 -5.854 -0.695 0.44 0.35 0.26
H -4.955 -5.794 0.239 -0.15 0.38 -0.05
H -1.660 -7.290 1.705 -0.02 -0.41 0.10
C -2.004 8.774 -0.503 -1.19 -0.54 0.33
C -0.754 9.211 0.214 1.20 -0.07 -0.89
C -1.053 10.639 0.783 2.19 -1.13 -0.21
C -0.355 8.286 1.413 -0.86 -1.42 -0.36
C 0.127 6.866 1.007 0.36 0.80 -1.77
C 1.349 7.071 0.080 -0.26 0.04 -0.51
C 1.116 7.971 -1.200 0.07 -0.16 1.26
C 2.501 8.342 -1.777 -0.22 0.75 -0.29
C 0.356 7.120 -2.233 -0.22 1.08 0.25
N 0.424 9.214 -0.736 0.76 0.17 1.33
O 0.278 10.175 -1.768 -0.45 -0.44 -0.23
H -2.819 9.122 0.132 -0.44 -0.55 0.03
H -2.237 9.221 -1.470 0.73 0.32 -0.04
H -2.056 7.696 -0.657 -0.16 -0.04 0.21
H -1.094 11.361 -0.032 -0.71 0.00 0.21
H -1.870 10.598 1.504 -0.18 0.22 -0.45
H -0.143 10.861 1.340 0.01 0.45 0.24
H 0.414 8.687 2.073 -0.18 0.56 -0.16
H -1.287 8.129 1.955 -0.03 0.31 0.51
H 0.371 6.141 1.784 0.14 0.57 0.55
H -0.649 6.335 0.456 -0.24 0.13 -0.22
H 1.682 6.126 -0.349 0.11 -0.22 0.23
H 2.176 7.462 0.672 0.06 0.21 -0.02
H 3.230 7.532 -1.800 -0.28 -0.26 0.19
H 2.959 9.187 -1.263 -0.08 -0.14 0.49
H 2.419 8.715 -2.798 -0.25 -0.18 -0.18
H 0.977 6.286 -2.558 -0.19 -0.08 0.04
H 0.129 7.763 -3.084 -0.02 -0.12 -0.19
H -0.595 6.814 -1.797 0.14 -0.43 -0.21
H 0.749 10.937 -1.423 0.18 0.06 -0.07
C -3.980 -0.670 -3.763 0.41 -1.17 1.27
C -5.453 -0.459 -3.310 0.61 0.08 0.35
C -5.914 0.688 -4.130 -1.34 1.63 -0.73
C -6.332 -1.698 -3.540 -0.15 -0.29 -0.30
C -7.668 -1.779 -2.761 1.71 0.38 -0.30
C -7.377 -1.541 -1.317 0.30 0.61 0.42
C -6.676 -0.170 -1.045 -1.49 0.43 1.11
C -7.641 1.019 -1.296 -0.68 -0.09 -0.22
C -6.404 -0.064 0.502 0.58 -1.09 -1.02
N -5.465 -0.189 -1.827 1.05 -1.87 -0.44
O -4.449 0.691 -1.406 -0.93 0.17 -0.50
H -3.279 0.138 -3.555 -0.49 0.42 0.23
H -3.635 -1.487 -3.129 0.39 -0.25 -0.10
H -3.768 -0.936 -4.798 -0.85 -0.17 -0.11
H -6.995 0.831 -4.110 -0.08 0.12 0.23
H -5.447 1.621 -3.813 -0.01 0.21 0.14
H -5.693 0.632 -5.196 0.32 -0.46 0.00
H -6.632 -1.770 -4.585 0.48 0.09 -0.30
H -5.727 -2.577 -3.315 0.00 -0.12 0.10
H -8.332 -1.015 -3.165 -0.52 -0.47 -0.07
H -7.967 -2.825 -2.821 -0.77 0.28 -0.57
H -6.682 -2.336 -1.047 0.14 0.05 0.48
H -8.298 -1.680 -0.750 0.07 0.33 0.37
H -8.563 0.824 -0.747 -0.07 -0.08 0.18
H -7.982 1.194 -2.317 0.32 -0.14 -0.14
H -7.286 1.969 -0.897 0.38 -0.01 -0.06
H -7.307 -0.192 1.099 -0.30 0.33 -0.36
H -5.886 0.855 0.776 0.05 -0.17 -0.01
H -5.821 -0.950 0.754 0.53 0.20 0.24
H -4.723 1.471 -1.893 0.53 1.01 0.20
C -0.323 -0.157 -5.907 0.14 -1.37 0.51
O -0.794 -1.454 -6.364 -0.05 1.14 -1.11
C -1.893 -1.351 -7.302 -0.44 -0.29 0.18
C -2.156 -2.749 -7.897 -0.82 0.64 -0.55
C -3.313 -2.967 -8.821 -1.08 2.39 -2.15
N -2.429 -3.658 -6.841 1.40 -0.52 1.46
H -0.059 0.551 -6.692 -0.43 -0.13 -0.25
H 0.599 -0.384 -5.371 0.02 0.01 0.06
H -1.033 0.229 -5.175 -0.12 0.40 -0.19
H -2.751 -0.994 -6.734 -0.34 0.08 -0.08
H -1.680 -0.640 -8.100 0.21 0.10 0.00
H -1.284 -2.916 -8.530 0.58 -0.52 0.29
H -4.353 -2.879 -8.505 0.26 -0.33 1.20
H -3.277 -3.857 -9.450 0.47 -0.07 0.25
H -3.304 -2.099 -9.480 0.16 -0.01 -0.99
H -1.922 -4.495 -7.091 -0.16 -0.61 0.43
H -1.892 -3.257 -6.085 0.00 -0.86 0.70
C 4.133 -6.211 2.994 0.06 -1.49 -0.25
O 3.976 -5.165 2.082 0.37 -0.25 -0.65
C 5.147 -4.401 1.899 0.49 0.16 0.75
C 4.842 -3.257 0.985 0.10 2.26 0.59
C 5.948 -2.231 0.835 1.75 -1.51 -0.23
N 3.797 -2.446 1.607 -1.59 -0.64 -0.98
H 3.935 -5.958 4.036 -0.19 0.24 -0.04
H 5.090 -6.732 2.949 0.75 0.67 -0.02
H 3.535 -7.054 2.649 -0.86 0.31 0.30
H 5.403 -4.020 2.888 0.32 0.45 0.23
H 6.037 -4.943 1.579 -0.15 -0.68 -0.33
H 4.534 -3.622 0.005 -0.29 0.06 0.01
H 6.780 -2.800 0.420 0.50 0.42 -0.45
H 6.331 -1.910 1.803 -0.32 0.19 0.21
H 5.724 -1.359 0.220 -0.30 -0.30 0.01
H 3.048 -3.122 1.643 -0.86 0.42 0.74
H 4.067 -2.192 2.546 0.04 -0.20 0.28
C 6.209 1.363 2.088 -0.44 -1.91 -0.63
C 6.439 2.046 0.752 -0.73 0.26 1.89
O 7.469 2.937 1.054 1.25 1.42 -1.03
H 7.108 0.803 2.349 0.02 -0.29 -0.01
H 5.391 0.669 1.896 -0.17 -0.37 0.58
H 5.999 1.962 2.973 -0.20 0.59 -0.58
H 5.511 2.571 0.527 0.21 0.33 -0.46
H 6.705 1.396 -0.082 -0.21 -0.30 0.15
H 8.285 2.489 0.817 0.18 0.25 0.09
C -0.209 -4.546 -2.364 -0.97 0.93 -0.16
C -1.068 -3.643 -3.281 -0.19 0.41 0.00
O -0.305 -3.250 -4.385 1.36 -0.44 -0.56
H -0.870 -5.287 -1.914 0.29 -0.30 -0.04
H 0.218 -3.968 -1.544 0.12 0.04 -0.11
H 0.603 -4.970 -2.954 -0.20 -0.23 0.05
H -1.423 -2.707 -2.849 -0.02 -0.09 0.99
H -1.978 -4.119 -3.646 -0.11 -0.60 0.16
H -0.721 -2.561 -4.909 -0.07 0.26 -0.01